No. 1
Density functional theory data (the ωB97M-V functional and the def2-TZVPD basis) for a 2-piece molecular cluster, C19H29BBrFNO4 overall.

```
! wB97M-V def2-TZVPD RIJCOSX def2/J DEFGRID3
* xyz 1 1
C 0.372 0.200 -5.288
H -1.345 0.448 -3.206
H -0.561 0.232 0.691
H -4.728 1.315 2.978
C -0.644 -0.918 0.739
H -5.680 -1.165 5.371
O -0.101 -3.027 5.224
C 3.639 0.355 -3.695
C 3.040 -0.907 -4.303
H 3.645 2.109 -1.653
F 1.249 -0.752 6.937
C -0.126 -0.942 6.642
O 1.285 1.055 -1.881
C -1.832 -1.472 2.971
H -3.564 2.111 4.242
C 2.686 1.581 -3.582
H 2.799 3.449 -4.761
C -2.857 -0.701 5.310
C -0.649 -0.397 -3.161
C -0.366 -1.343 2.290
H -0.881 0.429 8.210
H 3.335 2.026 -5.651
C -2.674 -0.590 6.910
C 1.680 -1.222 -3.691
H 0.206 -2.324 2.297
C -0.605 -1.900 5.434
H 4.322 2.934 -3.043
H 4.533 0.631 -4.264
C 2.610 2.384 -4.918
H 2.756 3.446 -2.406
H 1.243 0.363 -5.921
H 1.816 -1.516 -2.643
H -1.700 -1.170 0.396
H -0.561 -0.712 -2.120
H 2.967 -0.811 -5.389
C -1.157 -0.281 7.370
H 1.627 2.363 -5.388
H -0.132 -0.679 -5.700
O -5.318 -1.043 4.464
H 0.187 -1.316 0.068
H 3.716 -1.750 -4.122
C -1.822 -1.325 4.547
H 3.996 0.089 -2.694
H -1.112 -1.226 -3.700
C 0.714 -0.019 -3.794
O -3.591 -0.761 7.733
H -5.379 1.800 4.622
H -2.211 -2.533 2.738
N 1.297 1.215 -3.177
B -4.204 -0.108 4.631
H -0.305 1.049 -5.417
C 3.385 2.575 -2.609
H -2.501 -0.747 2.408
C -4.439 1.398 4.094
H 1.251 -2.093 -4.194
Br 0.689 0.193 3.051
*
```

Calculated values
Frontier orbital gap   0.133 hartree

=====

No. 2
Density functional theory data (the ωB97M-V functional and the def2-TZVPD basis) for C19H29BrN5P2SYb as an isolated structure.

```
! wB97M-V def2-TZVPD RIJCOSX def2/J DEFGRID3
* xyz 2 2
P -0.300 2.297 1.661
N -3.966 -1.271 2.342
N -1.718 -1.304 2.232
H -2.125 0.860 -6.547
H 3.003 -2.214 2.515
C 1.736 -1.032 1.252
C -1.628 2.169 2.898
C 2.740 0.050 -0.529
H -1.925 5.001 -0.353
C -0.885 -0.223 -5.177
H 5.054 -1.666 1.216
C -1.716 3.988 -0.002
N -0.662 -0.384 -2.783
H -0.539 1.588 -6.284
C 3.988 -0.434 -0.187
H 0.596 4.118 -2.057
H 1.118 3.187 3.416
H 2.620 0.688 -1.398
H -2.602 2.116 2.412
H -0.862 -2.099 -6.226
Yb -0.614 0.328 -0.393
H -3.203 3.724 -2.896
H 2.075 2.624 2.030
H 4.850 -0.172 -0.782
Br -0.391 -2.644 -1.285
H -4.878 -1.081 1.963
H -3.824 2.785 -1.527
C 2.957 -1.568 1.649
H -1.494 1.253 3.476
C -3.041 2.836 -2.284
H -3.882 -1.797 3.198
H 0.547 -2.018 2.838
C -0.589 -1.705 -2.914
H -2.624 3.631 0.491
N -0.625 -0.933 1.533
C -0.375 3.943 -2.522
C 4.095 -1.261 0.923
H -1.604 3.023 3.577
P -1.419 2.898 -1.450
C -0.657 -2.376 -4.117
H -0.200 3.473 -3.490
H 0.394 4.265 0.453
C -0.529 3.976 0.965
N 1.631 -0.232 0.165
C 0.513 -1.364 1.972
C 1.213 2.405 2.661
H -0.678 4.698 1.771
H -0.861 4.904 -2.690
C -0.807 -1.612 -5.261
H 1.387 1.455 3.168
C -2.863 -0.943 1.671
H -0.596 -3.454 -4.154
H -0.854 1.407 -3.787
S -3.113 -0.094 0.154
C -0.805 0.334 -3.911
H -3.130 1.952 -2.915
C -1.068 0.641 -6.389
H -0.696 0.144 -7.282
*
```

Calculated values
Frontier orbital gap (alpha / beta)   0.275 / 0.275 hartree
⟨S²⟩   0.75
Energy relative to the best compared isomer or geometry (same formula, charge and spin)   0.031 eV

=====

No. 3
Density functional theory data (the ωB97M-V functional and the def2-TZVPD basis) for a 5-piece molecular cluster, C19H29Cl8FIN3S overall.

```
! wB97M-V def2-TZVPD RIJCOSX def2/J DEFGRID3
* xyz 0 1
N -4.633 -3.835 2.635
Cl 3.102 -3.741 3.398
H 5.229 -4.537 2.754
H 0.754 0.351 -0.058
H 2.210 0.182 1.061
C -1.767 -1.435 -0.034
C 1.168 -0.236 0.856
H -4.915 0.774 0.535
C -4.989 1.626 3.850
H -2.145 2.046 -0.495
C 5.028 -2.585 1.829
H 5.682 1.737 -7.689
C -2.208 -3.227 1.885
C -1.175 -2.407 1.010
H 6.100 3.878 -6.378
H 1.693 3.008 -3.809
C -3.778 -3.053 1.760
H 0.967 -1.970 -0.690
N -1.920 -4.228 2.898
H 6.095 -2.394 1.691
H -5.765 0.918 4.150
N 0.240 -2.647 1.271
H 5.325 -3.172 3.874
H 0.410 -0.052 1.701
C 5.418 3.102 -6.023
H 6.868 1.561 -6.389
C 4.823 -3.549 2.980
C -3.921 -0.197 -1.231
H 0.467 -2.613 2.274
C 1.141 -1.799 0.442
C -4.275 1.136 -0.360
Cl 4.880 0.419 -5.903
Cl 4.419 -3.239 0.288
Cl -2.302 2.158 3.752
Cl 0.432 1.013 -2.121
H -3.453 0.140 4.067
H -3.231 2.674 0.957
C 5.817 1.761 -6.606
I -5.469 2.596 -1.452
H 1.446 2.652 -0.759
H 2.312 4.159 -2.618
C 1.038 2.651 -1.772
Cl 3.778 3.591 -6.518
Cl -5.462 3.216 4.498
C -3.324 -1.259 -0.158
H 0.174 3.319 -1.792
H -3.609 1.204 5.471
S -3.437 -4.744 3.501
H 4.532 -1.630 2.011
Cl 3.588 2.194 -2.663
H -2.418 1.027 1.011
H -1.064 -0.815 -0.698
H 5.453 3.092 -4.931
C -3.644 1.168 4.380
C 2.065 3.109 -2.788
H -3.123 0.032 -2.031
C -4.340 -2.016 0.718
H -4.990 1.690 2.760
F -5.735 -1.762 0.528
H 2.215 -2.194 0.631
C -2.931 1.771 0.299
H -4.849 -0.616 -1.760
*
```

Calculated values
SMILES   CCNc1cc(C[C@@H](C)I)c(F)c2nsnc12.ClCCCl.ClCCCl.ClCCCl.ClCCCl
Frontier orbital gap   0.250 hartree

=====

No. 4
Density functional theory data (the ωB97M-V functional and the def2-TZVPD basis) for C19H29ClCrF6N2OS as an isolated structure.

```
! wB97M-V def2-TZVPD RIJCOSX def2/J DEFGRID3
* xyz 0 5
C -2.685 1.429 -2.748
H 0.876 4.203 1.053
H 0.365 2.859 2.774
H 1.924 2.592 -2.728
H -2.865 -4.442 1.009
H 3.756 0.522 -2.662
C 1.143 2.067 -2.170
H -1.130 -5.577 -1.725
C -1.487 -5.036 -0.853
C 3.038 -0.090 -2.108
F -3.194 2.471 0.759
C 1.763 1.700 1.595
F -2.738 3.582 -1.029
C -3.324 2.459 -0.566
H 0.812 1.228 -2.780
H -1.984 2.227 -2.978
H 5.006 -0.654 1.244
N -0.547 -3.958 -0.596
C 4.333 -0.838 0.408
F -4.639 2.552 -0.850
C -2.780 -3.465 1.462
H 2.176 -0.240 -2.755
O -1.405 1.063 -0.790
Cl -1.551 0.059 2.476
C 3.171 0.095 2.917
C -2.682 1.222 -1.230
H 3.917 0.741 3.389
H 3.483 -1.067 -1.941
F -2.830 -1.148 -1.193
H 2.343 -0.007 3.615
H 0.286 2.720 -2.063
H -2.965 -3.568 2.529
H -3.669 1.682 -3.137
C 1.286 2.298 2.896
S 0.861 -1.987 0.378
H -0.582 3.259 0.771
H -1.307 -2.061 1.884
H -1.539 -5.739 -0.021
Cr -0.276 0.317 0.536
C 2.701 0.663 1.603
H 2.041 2.971 3.315
F -3.935 -0.122 0.354
H 3.963 -1.864 0.497
H 0.253 -3.894 -1.202
C 1.289 2.215 0.368
H 3.608 -0.893 2.796
H 4.930 -0.777 -0.499
H -2.335 0.512 -3.222
C -3.543 -0.035 -0.920
C -0.525 -3.028 0.369
F -4.656 -0.099 -1.676
H -2.484 -4.660 -1.079
H 1.081 1.528 3.636
H -3.537 -2.803 1.042
C 0.424 3.459 0.398
C 1.668 1.595 -0.837
C 3.203 0.161 0.393
C 2.632 0.566 -0.814
H 0.319 3.911 -0.583
N -1.456 -2.880 1.294
*
```

Calculated values
Frontier orbital gap (alpha / beta)   0.295 / 0.330 hartree
⟨S²⟩   6.01

=====

No. 5
Density functional theory data (the ωB97M-V functional and the def2-TZVPD basis) for a single C19H29ClN4O2S molecule.

```
! wB97M-V def2-TZVPD RIJCOSX def2/J DEFGRID3
* xyz 0 1
C -0.066 -3.570 -2.995
H -5.936 1.887 -2.078
H 0.152 0.415 2.203
C -4.735 -0.289 -4.357
H 3.665 1.690 6.120
H -1.315 -1.594 -0.142
S -1.286 2.297 -1.410
O 4.138 0.509 3.410
H 0.109 -1.412 0.887
H 1.111 0.012 6.382
O 2.393 1.415 4.527
Cl -2.424 -1.635 -4.570
C 3.109 1.145 3.412
C 0.931 -1.407 -3.231
H 0.498 -1.317 -4.226
C 1.233 2.275 2.261
H 0.836 1.868 -0.395
H 4.092 0.941 1.156
H -1.429 -1.084 -2.306
H 3.174 2.280 0.416
H 2.224 0.410 7.700
C -0.258 -1.310 -0.136
H -4.997 -0.784 -5.279
C -3.114 0.085 -2.589
C 2.187 0.355 0.294
C -1.115 0.653 -1.295
H -6.572 0.791 -4.206
H 2.184 -0.571 0.872
C 1.818 0.751 6.752
H 0.336 -3.295 -0.622
H 0.912 2.507 3.275
C -4.027 0.950 -1.986
H 1.290 1.688 6.908
H 3.484 0.011 5.568
N -0.150 0.082 -0.523
C 0.780 0.943 0.193
H -0.720 1.785 1.491
N 2.555 1.693 2.304
H 0.885 -4.121 -3.010
H 0.998 -0.413 -2.793
H 1.596 -2.102 -0.954
C 0.519 -2.296 -1.025
H 2.584 0.149 -0.700
C -5.254 1.206 -2.564
H 1.286 3.203 1.682
C -5.614 0.591 -3.751
H -0.798 -4.141 -2.425
H -3.759 1.426 -1.057
C 2.946 0.946 5.755
H -0.425 -3.473 -4.017
C 0.257 1.311 1.588
N -1.892 -0.216 -2.003
H 1.945 -1.821 -3.325
N 0.068 -2.246 -2.414
C -3.503 -0.534 -3.780
C 3.096 1.361 1.006
*
```

Calculated values
SMILES   CCOC(=O)N1CCC(N(CCN(C)C)C(=S)Nc2ccccc2Cl)CC1
Frontier orbital gap   0.314 hartree
Energy relative to the best compared isomer or geometry (same formula, charge and spin)   0.000 eV

=====

No. 6
Density functional theory data (the ωB97M-V functional and the def2-TZVPD basis) for a single C19H29FN6 molecule.

```
! wB97M-V def2-TZVPD RIJCOSX def2/J DEFGRID3
* xyz 0 1
C -2.812 -0.345 2.514
N 1.622 0.207 -2.907
C 4.019 -2.742 -2.633
N -1.685 -0.057 1.762
C 3.769 2.517 -0.307
H -2.652 1.276 0.490
H 2.566 0.141 -0.301
H 1.803 -2.790 -4.404
C 2.353 2.227 0.172
H -0.620 1.808 -0.827
H 0.559 -1.546 -4.546
H 3.846 -3.267 -3.568
H -3.678 -1.038 5.731
C 1.968 -1.210 -2.944
H 4.445 1.704 -0.040
F -1.509 -0.609 4.502
H 3.726 -0.816 -1.752
H 3.786 2.643 -1.387
N 1.215 2.272 -2.433
C -2.724 -0.605 3.889
H 2.349 2.129 1.259
C -0.538 1.335 0.152
H -0.444 -1.409 2.775
C 0.726 -0.162 1.471
H 3.997 -0.773 -3.490
C 3.485 -1.316 -2.692
C 1.612 -1.723 -4.341
C 1.811 0.924 -0.442
H -4.244 -0.135 0.930
C -3.825 -0.846 4.680
H -0.408 2.123 0.911
H -2.002 -0.177 -0.325
H 1.459 -1.738 -0.891
C -0.543 -0.947 1.796
H 0.872 0.607 2.247
H -6.200 -0.517 2.316
N 1.061 2.064 -3.730
N 1.298 0.858 -4.028
H -5.960 -0.995 4.734
C -5.221 -0.544 2.770
H 4.140 3.432 0.147
H 5.091 -2.718 -2.455
C 1.134 -1.956 -1.902
H 2.194 -1.209 -5.099
H 1.700 3.051 -0.112
H 1.205 -3.027 -2.072
C -5.092 -0.815 4.120
N 0.578 0.409 0.147
C 1.572 1.122 -1.902
H 0.090 -1.664 -1.991
H 1.585 -0.838 1.485
C -1.823 0.568 0.466
C -4.107 -0.320 1.983
H -0.667 -1.743 1.042
H 3.555 -3.301 -1.826
*
```

Calculated values
SMILES   CC[C@H](c1nnnn1C(C)(C)CC)N1CCN(c2ccccc2F)CC1
Frontier orbital gap   0.318 hartree
Energy relative to the best compared isomer or geometry (same formula, charge and spin)   0.000 eV

=====

Taking the records one at a time from the top gives total energy values of -103276.503; -158599.791; -146471.729; -93289.874; -53588.053; -31831.014 eV.
Taking the records one at a time from the top gives max |F| values of 9.72; 0.77; 6.24; 0.47; 0.70; 1.37 eV/A.